(1)
{"formula": "C4H15NO3", "method": "ωB97M-V/def2-TZVPD", "elements": ["O", "O", "O", "N", "C", "C", "C", "C", "H", "H", "H", "H", "H", "H", "H", "H", "H", "H", "H", "H", "H", "H", "H"], "positions_angstrom": [[-3.22972, 2.13370, -0.37451], [-0.42912, -4.01171, 0.47664], [-3.64632, 0.22210, -2.25234], [1.60955, -1.00970, 1.23086], [0.85006, 1.66649, -1.23540], [1.89963, 0.99577, -0.33512], [1.32777, 0.40019, 0.95338], [2.35553, -1.38696, 2.24619], [-4.05847, -0.60700, -1.78999], [0.31636, 0.98765, -1.84765], [0.03436, -3.28237, 0.14783], [2.97635, -0.63427, 2.92510], [1.23874, 2.54802, -1.71385], [1.67606, 1.02118, 1.79593], [2.29067, 0.20415, -0.92629], [-0.53129, -4.24160, 1.44649], [-4.00275, 1.71495, 0.11813], [2.71797, 1.67332, -0.16254], [0.03133, 2.07530, -0.61463], [-2.77061, 0.01471, -2.47469], [-3.24305, 1.52352, -1.09955], [2.35829, -2.48056, 2.61011], [0.22865, 0.47315, 0.87590]], "forces_ev_per_a": [[-1.7, 0.1, 2.2], [-2.0, -3.6, 1.5], [-3.5, -0.6, 1.2], [1.8, -1.4, 2.4], [-0.6, 1.1, 2.2], [-0.7, -0.3, -0.7], [0.2, 0.3, 0.7], [-1.0, 1.4, -0.8], [1.1, 1.4, -0.9], [-0.1, -0.7, -1.1], [1.2, 2.1, 0.6], [-1.3, -1.3, -1.3], [0.3, 0.0, -0.8], [-0.3, -0.1, 0.0], [0.7, -0.9, -0.4], [0.9, 1.6, -2.0], [1.4, 1.0, -0.5], [0.3, 0.3, 0.4], [0.3, 0.0, 0.0], [2.4, -1.1, -0.6], [0.2, -0.9, -1.4], [0.2, 1.7, -1.0], [0.4, -0.1, 0.3]], "mulliken_charge": [-1.242, -0.915, -1.275, -0.212, -1.557, -0.419, -0.446, -0.404, 0.563, 0.469, 0.416, 0.189, 0.393, 0.322, 0.341, 0.364, 0.444, 0.361, 0.271, 0.401, 0.416, 0.268, 0.250], "spin_multiplicity": 2, "orbital_gap_ev": [2.40, 10.10], "fmax_ev_per_a": 4.40, "s2": 0.750, "total_charge": -1, "lumo_energy_ha": [0.11516, 0.11191], "relative_energy_kj_mol": 216.3, "energy_ha": -441.765363}


(2)
{"formula": "C4H15NO3", "method": "ωB97M-V/def2-TZVPD", "elements": ["O", "O", "O", "N", "C", "C", "C", "C", "H", "H", "H", "H", "H", "H", "H", "H", "H", "H", "H", "H", "H", "H", "H"], "positions_angstrom": [[2.62217, 0.84128, 0.84060], [-2.99625, -1.40412, -2.23182], [1.15717, -2.66798, 0.47706], [-0.24368, 0.08194, 0.85340], [-1.48340, 0.36280, 1.57450], [0.28859, 1.19029, 0.10897], [1.74520, 0.83082, -0.27393], [-0.54644, 1.53657, -1.14769], [0.44208, -0.43213, 1.39624], [0.31218, 2.08826, 0.76532], [-1.02351, 0.60786, -1.45980], [-2.17534, -1.49460, -1.68196], [-1.31569, 2.22559, -0.81320], [-1.59292, 1.45414, 1.65561], [0.88452, -2.30088, -0.37934], [-0.05816, 2.01125, -1.99657], [-3.69645, -1.37426, -1.56244], [2.89134, 1.72178, 1.00246], [-2.31806, -0.07695, 1.01590], [0.86130, -3.60834, 0.52620], [2.06184, 1.61295, -0.97891], [1.73610, -0.17983, -0.67040], [-1.47460, 0.00589, 2.60602]], "forces_ev_per_a": [[-0.2, -1.6, 0.0], [0.6, 0.0, 0.5], [0.2, -0.6, 0.5], [-0.6, -0.2, 0.3], [0.5, 0.2, -0.4], [1.2, 0.0, -0.2], [-0.9, 1.1, 0.3], [-0.5, -0.5, 1.0], [-0.1, 0.2, -0.2], [0.2, 0.1, -0.2], [-0.1, 0.1, -0.3], [-0.6, -0.1, -0.5], [-0.4, 0.0, -0.2], [-0.3, 0.0, -0.1], [-0.4, -0.4, 0.0], [0.5, -0.1, 0.2], [0.1, -0.1, -0.1], [0.3, 1.3, 0.3], [-0.2, 0.2, 0.3], [0.1, 1.0, -0.4], [0.1, -0.6, -0.3], [0.3, 0.1, -0.3], [0.0, -0.3, -0.2]], "mulliken_charge": [-0.409, -1.160, -1.161, 0.191, -1.547, 0.968, -1.651, -1.332, 0.166, 0.259, 0.247, 0.361, 0.262, 0.343, 0.304, 0.434, 0.507, 0.286, 0.283, 0.523, 0.457, 0.373, 0.296], "spin_multiplicity": 2, "orbital_gap_ev": [2.37, 8.43], "fmax_ev_per_a": 1.60, "s2": 0.751, "total_charge": -1, "lumo_energy_ha": [0.12065, 0.11871], "relative_energy_kj_mol": 115.3, "energy_ha": -441.803821}


(3)
{"formula": "C4H15NO3", "method": "ωB97M-V/def2-TZVPD", "elements": ["O", "O", "O", "N", "C", "C", "C", "C", "H", "H", "H", "H", "H", "H", "H", "H", "H", "H", "H", "H", "H", "H", "H"], "positions_angstrom": [[-0.77848, 3.10479, -0.00693], [-1.70050, -1.58515, 1.60133], [1.18239, -0.83003, 1.93483], [-1.10910, 0.12396, -0.68498], [0.28365, -0.83734, -2.55423], [0.03939, -0.72460, -1.04102], [1.39469, 0.25076, 1.06879], [1.32403, -0.17604, -0.38889], [-0.13885, -1.72819, -0.57484], [2.06508, -0.98447, -0.41909], [-0.72502, -0.73601, -3.01661], [-1.81033, -1.36947, 0.65848], [-1.82752, 0.22384, -1.38965], [-0.85910, 1.08068, -0.41957], [0.88291, -0.00277, -2.91595], [2.40290, 0.72782, 1.26548], [-1.56513, 3.41253, -0.47796], [0.72307, -1.78470, -2.83379], [1.79036, 0.58340, -1.04315], [0.23842, -1.06268, 1.97374], [-0.15469, 3.83761, 0.05521], [-1.93422, -0.76267, 2.05412], [0.63480, 1.01417, 1.28959]], "forces_ev_per_a": [[-0.1, 0.0, 0.0], [0.0, 0.0, 0.2], [0.3, -0.5, 0.6], [-0.1, 0.6, 0.2], [-1.5, 0.3, 0.3], [0.4, 0.1, 0.8], [-0.5, 0.9, -0.1], [1.3, -0.4, -0.4], [0.1, 0.6, -0.6], [-0.1, -0.2, -0.3], [0.7, -0.3, -0.1], [0.1, 0.4, 0.3], [0.2, -0.4, -0.3], [0.2, -0.5, -0.1], [0.1, -0.1, 0.0], [-1.0, -0.8, -0.1], [0.4, 0.2, 0.2], [0.2, -0.2, -0.1], [-0.5, 0.1, 0.3], [0.2, 0.0, -0.3], [-0.3, 0.0, -0.1], [-0.1, -0.2, -0.2], [0.2, 0.2, -0.1]], "mulliken_charge": [-0.634, -0.732, -0.540, -0.520, -1.392, 0.780, -0.440, -0.903, 0.181, 0.346, 0.337, 0.360, 0.193, 0.142, 0.342, 0.323, 0.282, 0.336, 0.384, 0.365, 0.296, 0.330, 0.162], "smiles": "C[C@H](N)CCO.O.O", "spin_multiplicity": 1, "orbital_gap_ev": 9.69, "fmax_ev_per_a": 1.60, "lumo_energy_ha": 0.01342, "relative_energy_kj_mol": 54.6, "energy_ha": -441.861088}


(4)
{"formula": "C4H15NO3", "method": "ωB97M-V/def2-TZVPD", "elements": ["O", "O", "O", "N", "C", "C", "C", "C", "H", "H", "H", "H", "H", "H", "H", "H", "H", "H", "H", "H", "H", "H", "H"], "positions_angstrom": [[-0.11081, -1.25924, -4.62985], [1.76183, 1.14244, -1.75944], [1.63377, 0.75465, 0.99313], [-0.79029, -1.04595, 1.60180], [-1.03381, -2.37480, 1.06168], [-0.98394, 0.00763, 0.60872], [-0.71037, 1.37822, 1.23856], [0.76529, 1.85159, 1.25109], [-0.41972, -0.19048, -0.30517], [1.10517, 0.72258, -2.33256], [0.97312, 2.24998, 2.24885], [-0.26313, -2.70617, 0.35273], [-2.01102, -2.38084, 0.58087], [-1.06708, -3.10025, 1.87597], [0.17078, -0.44061, -5.02794], [0.13824, -0.97082, 1.98084], [0.92278, 2.64757, 0.52188], [0.03104, -1.22525, -3.68386], [-2.03854, -0.00385, 0.31912], [-1.11025, 1.31695, 2.25059], [-1.32895, 2.12382, 0.73581], [1.79432, 0.51726, -1.00628], [2.57157, 0.98559, 1.12346]], "forces_ev_per_a": [[-0.3, -0.7, -0.2], [-0.3, -0.8, 0.0], [0.6, -0.5, 0.1], [-0.4, 0.1, -0.3], [0.2, 0.1, 0.4], [-0.3, 0.0, 0.5], [0.2, -0.1, -0.3], [-0.4, 0.2, 0.4], [0.3, 0.2, -0.2], [0.2, 0.3, 0.0], [0.1, 0.1, -0.1], [-0.1, 0.0, -0.2], [0.0, -0.1, -0.1], [0.0, 0.0, 0.0], [0.2, 0.4, 0.1], [0.3, -0.1, 0.0], [0.0, -0.1, -0.1], [0.1, 0.2, 0.1], [0.0, -0.1, 0.0], [0.1, 0.0, 0.1], [0.2, 0.1, -0.1], [0.0, 0.7, -0.1], [-0.7, 0.2, 0.0]], "mulliken_charge": [-0.634, -0.621, -0.570, -0.431, -0.929, -0.148, -0.824, -0.393, -0.025, 0.270, 0.347, 0.293, 0.330, 0.319, 0.322, 0.257, 0.277, 0.319, 0.479, 0.351, 0.375, 0.340, 0.295], "smiles": "CNCCCO.O.O", "spin_multiplicity": 1, "orbital_gap_ev": 9.17, "fmax_ev_per_a": 0.89, "lumo_energy_ha": 0.01475, "relative_energy_kj_mol": 104.4, "energy_ha": -441.842120}


(5)
{"formula": "C4H15NO3", "method": "ωB97M-V/def2-TZVPD", "elements": ["O", "O", "O", "N", "C", "C", "C", "C", "H", "H", "H", "H", "H", "H", "H", "H", "H", "H", "H", "H", "H", "H", "H"], "positions_angstrom": [[-1.14150, 2.20051, 2.18392], [-1.67770, -2.14206, 1.22268], [-3.43775, -2.02259, -1.17398], [-1.10384, 0.08850, -1.78195], [1.21853, 0.64278, -1.01520], [-0.12925, 0.37910, -0.79464], [2.06584, 1.28677, 0.05031], [3.36356, 0.44382, 0.45055], [3.20776, -0.63747, 0.31847], [1.72497, 0.20249, -1.89227], [-2.42340, -1.59178, 1.11155], [2.42957, 2.37054, -0.13021], [4.32357, 0.93743, -0.04110], [-1.85007, -0.41113, -1.35190], [-1.23430, 1.22517, 2.59260], [-2.92302, -2.67178, -1.60618], [-0.26429, 2.34004, 2.17531], [1.51762, 1.34757, 1.08527], [-3.69084, -1.30336, -1.81673], [-0.94536, -0.39066, -2.57886], [3.43366, 0.15473, 1.52771], [-2.00894, -2.98224, 1.30388], [-0.45481, 0.53362, 0.16078]], "forces_ev_per_a": [[-5.2, -4.5, 1.1], [2.7, 2.5, -0.2], [-1.0, 2.8, 0.1], [2.2, 1.2, 6.3], [1.4, -0.1, 0.2], [-1.2, -0.3, -5.0], [0.4, 0.3, 2.9], [0.7, -0.1, -0.6], [0.3, 0.1, -1.8], [-0.3, 0.6, 0.2], [-1.4, 0.8, -0.2], [-0.9, -1.7, -0.3], [-1.9, -1.7, 1.3], [-1.4, 0.1, 0.8], [0.2, 3.4, -1.2], [0.7, -1.1, -1.0], [5.0, 1.0, 0.1], [0.3, 0.1, -2.2], [0.1, -1.6, 0.7], [1.8, -1.2, -3.7], [0.2, 2.1, -0.1], [-1.2, -3.3, 0.4], [-1.4, 0.4, 2.3]], "mulliken_charge": [-0.640, -0.594, -0.633, -0.298, -0.285, 0.107, -0.047, -1.097, 0.364, 0.365, 0.309, 0.387, 0.272, 0.278, 0.357, 0.327, 0.290, -0.037, 0.316, 0.299, 0.338, 0.282, 0.341], "spin_multiplicity": 2, "orbital_gap_ev": [10.83, 7.41], "fmax_ev_per_a": 6.96, "s2": 0.759, "total_charge": 1, "lumo_energy_ha": [-0.14243, -0.27236], "relative_energy_kj_mol": 220.3, "energy_ha": -441.489842}